Computed, not measured: 4 unconnected molecules or ions with the total composition C2H12N2O4 at a distorted geometry, with ωB97M-V/def2-TZVPD.

Computed properties:
- Charge: 0
- Kohn-Sham gap: 0.3476 Eh
- HOMO level: -9.07 eV
- SMILES: NCC(N)=O.O.O.O
- 2S+1: 1
- Lowest unoccupied orbital energy: 0.39 eV

```
20
C2H12N2O4 (ωB97M-V/def2-TZVPD)
O 3.6772 -1.0992 -1.6775
O -0.0616 2.1517 -1.7527
O -1.3467 -0.9255 -1.6524
O 0.3245 -1.5465 1.9806
N -1.6843 -1.3486 0.9614
N 0.3161 1.2451 0.9432
C -0.5618 0.6483 1.9653
C -0.6103 -0.8469 1.6316
H -1.9404 -0.6237 -2.3592
H -0.3262 1.8955 0.5065
H 1.0678 1.8298 1.2786
H -1.5078 -2.0613 0.2834
H 3.3533 -0.3739 -1.1288
H -1.5670 1.0759 1.9515
H -1.0741 -1.6900 -2.1930
H 0.0647 1.2204 -1.5298
H 0.7053 2.4603 -2.2391
H -2.5822 -0.9102 1.0332
H -0.1768 0.6240 2.9847
H 3.9306 -1.7254 -0.9875
```

=====

Computed, not measured: a molecular structure, C2H12N3PbS at a distorted geometry, with ωB97M-V/def2-TZVPD.

Computed properties:
- Charge: +1
- Kohn-Sham gap (spin up / spin down): 0.1904 / 0.1907 Eh
- HOMO level (spin up / spin down): -8.97 / -8.97 eV
- 2S+1: 1
- Lowest unoccupied orbital energy (spin up / spin down): -3.79 / -3.79 eV

```
19
C2H12N3PbS (ωB97M-V/def2-TZVPD)
Pb -0.9053 -0.0237 -1.5181
S 1.3676 0.4954 1.2122
N 0.8141 -1.7437 -2.0063
N 0.0133 -1.0420 2.9035
N -0.1894 1.2614 3.2495
C -1.3016 0.9353 -3.4186
C 0.3189 0.2387 2.5408
H 0.2050 0.5294 -0.0319
H -1.6454 1.9589 -3.0089
H -0.0260 2.2085 2.9558
H 1.1641 -1.8389 -2.9731
H -0.4551 -1.2162 3.7613
H -0.6413 1.0927 4.1397
H -0.2154 0.9395 -3.5934
H 0.2852 -1.7816 2.2868
H 0.7547 -2.7136 -1.6854
H 1.6083 -1.3328 -1.4839
H -1.7948 0.3179 -4.1498
H 0.6429 1.7149 0.8198
```

=====

Computed, not measured: a molecular structure, C2H12N3Si at a distorted geometry, with ωB97M-V/def2-TZVPD.

Computed properties:
- Charge: +1
- Kohn-Sham gap: 0.3647 Eh
- HOMO level: -13.04 eV
- 2S+1: 1
- Lowest unoccupied orbital energy: -3.11 eV

```
18
C2H12N3Si (ωB97M-V/def2-TZVPD)
Si -0.3884 0.5236 0.2572
N 2.2466 -0.0797 -0.0440
N -0.2667 -1.4987 -0.8659
N -0.5901 1.6494 -0.9252
C -1.9492 -0.3089 0.8446
C 1.4011 0.6068 0.9212
H -1.8450 -1.0328 1.6237
H -0.3301 -2.0660 -0.0850
H -2.4862 0.4858 1.3629
H 2.9192 -0.7450 0.2937
H 2.4580 0.5537 -0.8948
H 0.0288 2.2777 -1.4427
H 0.6028 -1.6026 -1.3382
H -1.3759 1.6328 -1.4391
H -1.0315 -1.4079 -1.4449
H 1.5228 0.1229 1.9168
H -2.6123 -0.7992 0.1230
H 1.6960 1.6882 1.1367
```

=====

Computed, not measured: 2 unconnected molecules or ions with the total composition C2H12N4 at a distorted geometry, with ωB97M-V/def2-TZVPD.

Computed properties:
- Charge: 0
- Kohn-Sham gap: 0.3524 Eh
- HOMO level: -8.72 eV
- SMILES: NCN.NCN
- 2S+1: 1
- Lowest unoccupied orbital energy: 0.87 eV

```
18
C2H12N4 (ωB97M-V/def2-TZVPD)
N -2.9867 2.5503 0.4543
N 2.5467 -2.7547 0.8986
N 2.2418 -0.8030 -0.3764
N -1.7427 1.2181 -1.2742
C -1.6321 2.0957 -0.0502
C 1.7523 -2.1471 -0.1267
H -2.5450 0.6229 -1.4935
H -0.8975 1.5149 0.5997
H 1.6398 -2.6147 -1.1014
H -3.6101 2.2279 -0.2708
H 3.1795 -0.8498 0.0206
H 0.7216 -1.9537 0.3341
H -3.0252 3.4205 0.9537
H 1.7525 -0.0834 0.0339
H -1.0632 3.0270 -0.3144
H -0.9801 0.5827 -1.1069
H 2.4087 -2.3075 1.7437
H 2.2396 -3.7459 1.0759
```

=====

Computed, not measured: 2 unconnected molecules or ions with the total composition C2H12N4, with ωB97M-V/def2-TZVPD.

Computed properties:
- Charge: 0
- Kohn-Sham gap: 0.3658 Eh
- HOMO level: -9.03 eV
- SMILES: NCN.NCN
- 2S+1: 1
- Lowest unoccupied orbital energy: 0.92 eV

```
18
C2H12N4 (ωB97M-V/def2-TZVPD)
N 3.3989 1.8113 0.0860
N 2.2643 -0.4644 0.2968
N -2.9992 -0.1485 0.9129
N -2.9825 -0.9799 -1.3840
C 2.4980 0.7908 -0.4397
C -2.3418 -0.9947 -0.0712
H -3.7272 -0.6350 1.4169
H 1.9411 -0.2984 1.2493
H 2.8636 0.4957 -1.4188
H -1.3889 -0.5462 -0.3249
H -2.3885 0.2777 1.5953
H -2.2300 -2.0184 0.2754
H -3.8760 -1.4583 -1.4998
H 3.1660 -0.9303 0.2924
H 1.5536 1.3328 -0.4939
H 3.0000 2.2878 0.8824
H 4.3521 1.4904 0.2361
H -3.1032 -0.0125 -1.6110
```

=====

Computed, not measured: a molecular structure, C2H12N4O at a distorted geometry, with ωB97M-V/def2-TZVPD.

Computed properties:
- Charge: 0
- Kohn-Sham gap: 0.3163 Eh
- HOMO level: -7.49 eV
- 2S+1: 1
- Lowest unoccupied orbital energy: 1.12 eV

```
19
C2H12N4O (ωB97M-V/def2-TZVPD)
O -0.6717 -1.6601 0.0460
N 1.7882 -0.3793 -0.1831
N -0.9132 -1.0750 1.1663
N -2.2471 -1.0269 1.4572
N -0.4107 0.7392 0.8545
C 2.2691 -0.0103 -1.5123
C -1.2068 1.3277 -0.2162
H -0.4725 1.2760 1.7122
H -2.8652 -1.2761 0.6835
H 2.7473 -0.8398 -2.0452
H -2.4321 -1.2040 2.4328
H 1.0599 -1.1282 -0.2452
H 1.4182 0.3266 -2.1040
H -1.2990 0.5682 -0.9943
H 2.9823 0.8127 -1.4348
H 0.6417 0.4612 0.4784
H -0.7324 2.2194 -0.6382
H -2.2031 1.5891 0.1436
H 2.5471 -0.7203 0.3988
```

=====

Computed, not measured: 3 unconnected molecules or ions with the total composition C2H12NO2S2 at a distorted geometry, with ωB97M-V/def2-TZVPD.

Computed properties:
- Charge: +1
- Kohn-Sham gap: 0.3596 Eh
- HOMO level: -13.00 eV
- 2S+1: 1
- Lowest unoccupied orbital energy: -3.22 eV

```
19
C2H12NO2S2 (ωB97M-V/def2-TZVPD)
S 1.2587 -0.4760 1.9373
S 1.4303 1.3341 0.9600
O -0.1511 1.1215 -2.7001
O -2.5083 -0.6872 -2.5206
N -1.8365 -0.0334 0.2116
C 0.0987 -1.5902 0.9614
C -0.6551 -0.9757 -0.1210
H 0.0105 -0.2573 -0.7026
H -0.5083 -1.8876 1.8447
H 0.6632 -2.4307 0.5434
H -2.4816 0.0146 -0.6045
H -0.4617 1.3923 -3.5761
H -2.3331 -0.4077 1.0208
H -1.0980 -1.6690 -0.8658
H -2.7883 0.0782 -3.0348
H 2.5136 1.3261 0.1827
H -1.5774 -0.8181 -2.7301
H -1.5480 0.9179 0.4334
H 0.7836 1.3593 -2.6164
```

=====

Computed, not measured: 4 unconnected molecules or ions with the total composition C2H12NO3 at a distorted geometry, with ωB97M-V/def2-TZVPD.

Computed properties:
- Charge: +1
- Kohn-Sham gap: 0.3904 Eh
- HOMO level: -14.85 eV
- 2S+1: 1
- Lowest unoccupied orbital energy: -4.23 eV

```
18
C2H12NO3 (ωB97M-V/def2-TZVPD)
O -1.8740 1.8029 -1.8317
O 1.1944 0.1294 3.0193
O -0.5153 -1.5777 1.4483
N 0.1541 -0.0261 -0.9341
C 1.4613 0.5902 -0.9825
C -0.1971 -1.1491 -1.4001
H -1.1681 -1.4724 -1.0508
H 1.8377 0.6583 -1.9981
H -0.2431 -1.0647 2.2272
H -1.1387 -2.2180 1.8168
H 0.5301 -1.6428 -2.0447
H -0.6473 0.5476 -0.6255
H 1.7337 -0.2818 3.7051
H -2.6989 1.7715 -2.3332
H 2.1482 0.0308 -0.3668
H -1.4626 2.6329 -2.1075
H 0.7383 0.8551 3.4617
H 1.3811 1.6008 -0.6245
```